(1)
168
Properties=species:S:1:pos:R:3:mulliken_charge:R:1 method="wB97M-V/def2-TZVPD" lumo_ev=-0.03 e_homo_ev=-8.4 homo_lumo_gap_ha=0.3070 multiplicity=1 smiles="CCOS(C)(=O)=O.CCOS(C)(=O)=O.CCOS(C)(=O)=O.CCOS(C)(=O)=O.CCOS(C)(=O)=O.CCOS(C)(=O)=O.CCOS(C)(=O)=O.CCOS(C)(=O)=O.c1ccccc1.c1ccccc1.c1ccccc1.c1ccccc1" energy_ev=-187015.20759
S -4.367 -0.758 4.742 1.23
S 2.672 5.163 0.268 1.20
S 4.803 -1.155 2.468 0.91
S -5.053 -3.862 0.218 0.93
S -5.337 -2.684 -4.343 1.02
S 6.717 2.650 0.865 0.90
S -4.003 6.710 0.657 1.10
S -4.579 1.609 -1.123 1.10
O -3.059 -0.829 5.355 -0.64
O -4.609 3.023 -1.388 -0.63
O 4.348 0.108 1.962 -0.42
O 2.578 6.319 1.182 -0.63
O 5.956 -0.802 3.630 -0.11
O 6.828 3.613 1.949 -0.68
O 3.908 -2.201 2.949 -0.64
O -5.103 -3.798 1.694 -0.69
O -4.415 -4.051 -4.050 -0.39
O -4.906 0.839 4.888 -0.36
O -5.438 -1.622 5.234 -0.64
O -6.124 1.055 -1.493 -0.46
O -4.088 8.079 1.319 -0.63
O -6.756 -2.968 -4.273 -0.62
O -4.808 -1.603 -3.536 -0.28
O 1.781 4.956 -0.848 -0.59
O -4.498 -5.403 -0.126 -0.21
O 2.787 3.762 1.254 0.06
O -2.360 6.388 0.720 -0.37
O 5.371 2.422 0.327 -0.10
O -4.706 5.496 1.117 -0.48
O -4.196 -2.878 -0.451 -0.28
O 7.540 1.227 1.206 -0.05
O -4.194 1.131 0.174 -0.50
C -3.961 1.924 4.519 0.60
C 0.502 -1.944 2.392 -0.08
C 0.020 1.300 1.336 -0.84
C -4.132 -0.922 2.840 1.25
C -0.599 -0.539 -0.583 -0.65
C -3.045 -3.790 -3.598 0.35
C -1.294 0.721 1.304 -0.44
C -7.947 -0.580 -1.494 -1.46
C -4.951 -6.489 0.699 -0.44
C 4.399 5.204 -0.464 -0.96
C 6.268 -1.626 4.702 -0.24
C 5.762 -0.700 -2.688 -0.41
C -4.792 -2.189 -6.007 -1.09
C 5.126 -0.150 -1.630 -1.08
C -1.622 -0.165 0.283 0.81
C 3.931 -0.687 -1.273 0.61
C -1.285 -3.539 2.192 -0.30
C -4.842 3.183 4.794 -1.46
C 4.042 -2.223 -3.096 -0.53
C -6.732 -3.896 -0.608 -0.74
C 2.239 -0.968 -6.027 -0.15
C -0.693 -2.399 2.828 -0.87
C 8.685 1.132 2.146 -0.03
C 5.946 -1.948 1.142 -0.75
C -4.249 6.811 -1.202 -0.66
C -0.566 -4.220 1.184 -0.21
C 1.219 -0.794 -5.050 -0.18
C -1.193 4.371 0.995 -0.37
C 9.775 0.383 1.509 -1.24
C 2.130 -0.430 -7.280 -0.66
C 0.628 0.091 -0.577 -1.31
C 1.028 0.453 -7.478 -0.27
C -2.304 -5.106 -3.128 -0.96
C -6.508 -0.173 -0.888 0.62
C -3.721 -6.771 1.599 -0.92
C 3.353 -1.734 -2.046 -0.77
C 0.086 0.721 -6.516 -0.71
C -3.566 0.723 -2.415 -0.33
C -1.926 5.234 -0.010 0.28
C 0.124 0.026 -5.333 -0.23
C 2.584 3.633 3.623 -1.29
C 0.736 -3.790 0.874 -0.88
C 3.645 3.708 2.471 0.37
C 7.777 3.383 -0.471 -1.14
C 1.255 -2.667 1.518 -0.04
C 0.927 1.040 0.404 0.11
C 6.150 -0.845 6.044 -1.31
C 5.272 -1.748 -3.432 -1.02
H -1.178 -1.891 3.649 0.49
H 5.198 -0.361 6.263 0.33
H 8.410 0.525 3.009 0.01
H -2.424 -5.853 -3.913 0.40
H 1.420 -0.071 -1.293 0.81
H -5.348 -2.685 -6.802 0.39
H -0.983 -4.990 0.552 0.41
H -5.851 3.180 4.382 0.33
H 1.232 -1.270 -4.081 0.29
H -3.691 -1.900 2.648 -0.61
H -3.722 -2.311 -6.175 0.31
H 9.333 -0.523 1.093 0.28
H -5.792 -0.987 -1.003 -0.15
H 2.222 -2.346 1.161 0.26
H 4.410 6.164 -0.979 0.57
H 1.898 1.507 0.486 0.47
H 7.420 4.334 -0.867 0.35
H -4.328 4.065 4.411 0.41
H -1.255 -4.909 -2.908 0.33
H 7.912 2.664 -1.280 0.30
H 1.003 -1.076 2.795 0.41
H 6.545 -1.382 6.906 0.38
H 1.960 2.741 3.582 0.13
H -5.800 -6.177 1.307 0.42
H 3.044 -1.683 -5.948 0.28
H -4.888 3.290 5.877 0.38
H -7.124 -4.901 -0.454 0.51
H -1.635 4.409 1.991 0.36
H -5.134 -0.961 2.412 0.33
H 2.931 3.695 4.654 0.42
H -7.943 -0.837 -2.553 0.28
H 4.172 2.757 2.539 -0.35
H -5.162 7.383 -1.365 0.38
H -3.269 -5.879 2.032 0.12
H 1.887 4.463 3.515 0.34
H -0.795 -1.287 -1.336 0.45
H -8.288 -1.391 -0.851 0.39
H 5.878 -2.114 -4.248 0.41
H 4.256 4.589 2.668 0.53
H -0.777 0.098 -4.742 0.53
H -3.967 -7.477 2.391 0.41
H 3.651 -3.043 -3.681 0.51
H -1.283 5.395 -0.875 0.30
H 8.992 2.102 2.536 0.48
H -2.509 -3.341 -4.434 0.38
H -7.324 -3.145 -0.083 0.17
H -3.724 1.983 3.457 -0.19
H 6.741 -0.247 -2.727 0.36
H 3.400 -0.268 -0.431 0.44
H 2.891 -0.667 -8.009 0.39
H -1.255 3.341 0.643 -0.16
H 5.367 -2.467 0.378 0.31
H -2.989 -7.274 0.966 0.30
H 6.568 -2.682 1.655 0.48
H -2.811 -5.309 -2.184 -0.01
H 5.652 -2.524 4.752 0.34
H 6.657 -1.199 0.796 0.01
H -3.482 -0.073 2.629 -0.88
H -8.672 0.227 -1.389 0.41
H -3.419 7.186 -1.801 0.32
H -0.138 4.604 1.138 -0.12
H 2.395 -2.177 -1.818 0.96
H 8.788 3.567 -0.109 0.39
H 0.913 0.732 -8.515 0.32
H -0.783 1.354 -6.616 0.39
H -4.941 -1.135 -6.244 0.34
H 5.033 5.136 0.420 0.20
H -3.019 -3.202 -2.681 -0.21
H 7.279 -2.020 4.598 0.31
H -2.519 0.974 -2.243 0.27
H 10.626 0.240 2.175 0.41
H 4.570 4.452 -1.235 0.22
H -5.076 -7.404 0.119 0.37
H -2.734 4.543 -0.251 -0.11
H 0.261 2.049 2.076 0.24
H -6.553 -3.707 -1.666 0.09
H 5.638 0.662 -1.136 0.44
H 1.137 -4.173 -0.053 0.36
H -3.068 1.952 5.145 0.26
H -2.556 -0.707 0.239 0.20
H 6.672 0.112 6.019 0.33
H -1.974 1.141 2.030 0.09
H -6.659 -0.055 0.185 0.20
H -2.293 -3.841 2.435 0.42
H -3.615 -0.323 -2.115 -0.34
H 10.186 0.967 0.686 0.29
H -4.385 5.770 -1.496 0.12
H -3.783 0.944 -3.460 0.54


(2)
156
Properties=species:S:1:pos:R:3:mulliken_charge:R:1 method="wB97M-V/def2-TZVPD" charge=+6 lumo_ev=-11.58 e_homo_ev=-20.8 homo_lumo_gap_ha=0.3401 multiplicity=1 energy_ev=-139178.76338
Br 4.896 5.594 23.695 -0.68
N 10.188 10.769 24.782 0.10
N 5.677 4.544 19.855 0.46
N 8.424 9.395 25.381 0.42
N 2.903 1.638 23.065 0.52
N 3.530 4.630 27.929 0.23
N 10.046 6.666 19.146 0.18
N 1.173 9.987 26.201 0.14
N 8.559 8.160 19.697 0.25
N 3.517 4.546 19.458 0.25
N 1.531 8.449 24.716 0.53
N 1.390 5.011 27.421 0.25
N 9.919 1.990 27.006 0.33
C 7.866 9.290 20.446 -0.81
C 4.525 5.308 19.964 -0.29
C 7.825 4.125 21.242 -1.15
C 9.611 8.671 25.012 -0.58
C 8.087 5.146 25.774 -1.09
C 11.180 5.724 19.162 -0.83
C 6.251 9.970 26.276 -1.88
C 9.659 3.288 26.190 -1.38
C 5.387 0.949 22.666 -1.68
C 9.044 0.891 26.397 -1.07
C 10.648 9.467 24.685 -0.62
C 11.444 1.705 26.728 -0.51
C 4.088 1.758 22.125 -0.31
C 11.946 2.666 29.028 -0.71
C 9.181 6.846 18.090 -0.71
C 8.181 7.581 18.470 -0.22
C 2.519 9.728 26.230 -0.67
C 0.224 5.863 27.124 -0.33
C 0.576 9.160 25.282 -0.29
C -0.422 5.344 25.818 -1.03
C 4.088 3.306 19.010 -0.70
C 7.004 5.054 20.351 0.20
C 2.399 0.185 23.013 -0.76
C 2.017 7.950 22.337 -0.99
C 5.457 3.350 19.158 -0.32
C 12.266 2.694 27.528 -0.57
C 10.996 11.948 24.542 -0.88
C 9.590 2.080 28.560 -0.56
C 2.786 8.800 25.280 -0.67
C 2.116 4.876 19.555 -0.76
C 7.207 8.907 21.795 -0.16
C 1.901 -0.375 21.727 -0.22
C 8.189 3.699 26.094 0.87
C 10.502 3.044 29.347 -0.52
C 4.985 4.734 28.196 -0.94
C 9.629 7.486 20.168 -0.15
C 3.280 2.076 24.496 -0.43
C 2.595 5.597 27.626 -0.08
C 4.590 1.435 25.052 -0.72
C 1.312 7.522 23.612 -0.32
C 0.454 10.983 26.915 -0.78
C 5.794 1.470 24.073 0.94
C 2.858 3.398 27.907 -0.46
C 1.485 -1.836 22.015 -1.38
C 1.767 2.623 22.635 -0.80
C 7.099 8.801 25.673 0.62
C 8.832 10.681 25.095 -0.12
C 1.517 3.610 27.562 -0.64
H 7.235 4.001 22.149 0.01
H 3.502 2.556 28.116 0.62
H 0.810 -1.864 22.870 0.38
H 2.767 6.662 27.581 0.40
H 11.931 5.934 18.400 0.36
H 10.316 4.097 29.138 0.26
H 11.735 5.689 20.100 0.32
H 1.440 2.249 21.664 0.47
H 10.210 4.072 26.710 0.32
H 9.177 6.273 17.175 0.44
H 0.411 6.937 27.100 0.16
H 9.313 0.942 25.342 0.44
H 1.940 5.924 19.312 0.40
H 7.238 8.011 26.412 0.07
H 8.085 3.145 20.843 0.41
H 5.999 2.534 23.949 -0.72
H 9.520 7.595 24.989 0.38
H 10.262 3.012 30.410 0.44
H -1.226 6.031 25.552 0.44
H 2.005 9.025 22.156 0.40
H 8.535 10.143 20.553 0.35
H 9.348 -0.095 26.747 0.53
H 1.814 4.701 20.587 0.23
H 0.939 -2.209 21.148 0.42
H 0.765 2.906 27.238 0.46
H 2.398 1.858 25.097 0.46
H 5.557 4.236 27.413 0.24
H 4.919 2.010 25.917 0.16
H 7.100 5.565 25.970 0.05
H 7.756 3.214 25.219 -0.41
H 6.629 9.737 22.202 0.50
H 2.357 -2.469 22.182 0.37
H 1.056 11.875 27.087 0.33
H 11.765 0.757 27.161 0.40
H 5.108 4.334 29.202 0.39
H 3.077 10.280 26.972 0.55
H 7.560 3.479 26.957 0.16
H 9.908 3.218 25.131 0.41
H -0.711 4.308 25.996 0.48
H 2.204 3.597 22.416 -0.07
H 8.419 5.355 24.757 0.12
H 3.681 8.357 24.869 0.69
H -0.413 5.794 28.006 0.40
H 11.677 9.196 24.500 0.52
H 8.566 2.453 28.565 0.32
H 8.138 11.503 25.193 0.45
H 12.548 3.475 29.443 0.34
H 0.246 7.432 23.404 0.53
H -0.466 9.200 24.999 0.46
H 3.066 7.663 22.265 0.05
H 6.652 0.894 24.418 0.24
H 4.394 2.800 22.033 0.00
H 5.903 10.674 25.520 0.52
H 7.350 7.875 17.846 0.47
H 1.559 0.045 23.694 0.51
H 7.070 9.540 19.744 0.32
H 1.734 6.575 23.949 -0.10
H 6.814 10.659 26.907 0.53
H 1.538 7.344 21.567 0.35
H 3.513 3.140 24.465 -0.08
H 9.769 1.079 28.951 0.48
H 5.313 -0.139 22.690 0.53
H 11.916 11.980 25.125 0.37
H 0.169 10.489 27.844 0.39
H 12.251 3.726 27.177 0.28
H 3.831 1.343 21.151 0.52
H 4.347 6.249 20.462 0.49
H 10.788 4.735 18.926 0.37
H 3.242 -0.423 23.341 0.41
H 8.077 8.715 22.425 -0.08
H 11.626 1.605 25.658 0.43
H 7.978 1.117 26.393 0.24
H -0.498 11.139 26.408 0.32
H 5.372 9.633 26.825 0.32
H 0.956 2.667 23.362 0.39
H 2.597 -0.366 20.888 0.21
H 6.195 1.074 21.945 0.54
H 10.092 7.464 21.143 0.43
H 4.407 0.422 25.408 0.56
H 7.678 5.070 19.495 0.23
H 0.266 5.256 24.977 0.04
H 5.248 5.791 28.225 0.33
H 8.755 4.586 21.573 0.41
H 13.281 2.307 27.443 0.41
H 1.569 4.285 18.820 0.34
H 10.412 12.777 24.941 0.35
H 12.246 1.677 29.374 0.31
H 11.098 12.163 23.478 0.34
H 1.048 0.158 21.309 0.35
H 6.206 2.609 18.918 0.55
H 6.849 6.057 20.749 -0.30
H 6.578 8.017 21.772 0.01
H 3.529 2.481 18.593 0.50
H 6.745 8.446 24.705 0.08
H 8.679 5.679 26.519 0.73


(3)
166
Properties=species:S:1:pos:R:3:mulliken_charge:R:1 method="wB97M-V/def2-TZVPD" lumo_ev=0.41 e_homo_ev=-9.4 homo_lumo_gap_ha=0.3610 multiplicity=1 smiles="O=S1(=O)CCCC1.O=S1(=O)CCCC1.O=S1(=O)CCCC1.O=S1(=O)CCCC1.O=S1(=O)CCCC1.C1CCOC1.C1CCOC1.C1CCOC1.C1CCOC1.C1CCOC1.C1CCOC1.C1CCOC1" energy_ev=-140310.93357
S -2.401 -1.041 5.379 1.13
S 1.016 -5.215 -2.021 1.05
S -3.957 4.273 -2.473 1.15
S 2.395 -0.269 4.145 1.04
S -0.444 -4.521 2.102 1.40
O 5.541 -2.560 1.110 -0.50
O 1.118 0.176 3.690 0.04
O -4.560 5.558 -2.296 -0.71
O 0.441 3.676 -5.315 -0.38
O 1.266 4.934 2.997 -0.50
O -1.070 -1.073 5.907 -0.59
O 2.028 -4.718 -1.178 -0.49
O -3.596 -1.618 -4.370 -0.39
O -0.594 -3.150 1.702 -0.35
O -3.303 -2.065 5.811 -0.73
O 0.554 -5.313 1.466 -0.81
O 0.885 -6.623 -2.153 -0.72
O 3.512 0.580 3.991 -0.83
O 3.626 4.195 -2.176 -0.38
O -4.271 -2.235 1.257 -0.46
O -0.454 0.496 -1.176 -0.28
O -4.369 3.509 -3.641 -0.64
C -2.849 0.474 3.225 1.21
C -3.500 -2.352 -5.580 -0.21
C 2.263 4.432 3.893 -0.32
C -5.420 -1.394 1.027 -0.67
C -3.418 -2.146 0.103 0.21
C -0.030 0.476 0.175 1.39
C 0.532 3.187 -6.689 -0.29
C -2.170 4.367 -2.354 -0.74
C 1.916 0.010 -1.159 0.84
C 1.887 3.533 -7.204 -0.56
C -0.390 -4.305 -4.162 -0.40
C -1.975 -0.638 -5.803 -0.27
C -2.010 -5.446 2.041 -0.72
C -3.928 -1.114 -0.903 0.65
C 5.230 -1.827 -1.129 -0.53
C -4.992 -0.357 -0.002 -0.29
C -3.749 1.035 4.380 -1.05
C 2.431 -2.354 5.816 -0.38
C -2.502 -5.461 3.471 -0.59
C -1.814 4.024 -0.919 -0.27
C 1.791 3.760 -4.769 0.54
C 2.847 5.509 -0.302 -0.28
C 5.761 -1.191 1.193 0.07
C -2.446 -0.878 3.577 0.68
C 1.441 4.037 5.113 -0.71
C 0.232 3.961 3.054 -0.55
C -2.627 -0.528 -4.453 0.80
C -3.018 -1.377 -6.613 -0.81
C 3.214 -2.749 4.546 -0.92
C 1.021 -4.379 -3.624 -0.86
C 4.619 5.249 -1.894 -0.57
C -1.277 -5.623 4.373 -0.88
C 2.783 3.356 -5.889 -0.72
C -0.286 -4.556 3.846 0.15
C 5.834 -0.654 -0.294 -0.48
C -0.578 -4.516 -1.606 0.14
C 3.908 6.347 -1.137 -0.55
C -4.138 3.301 -0.976 -1.00
C 1.392 -0.189 0.276 0.53
C -3.085 0.599 5.667 -0.72
C 4.741 -2.784 -0.033 0.24
C -1.410 -4.297 -2.884 -0.14
C 2.377 -0.823 5.863 -1.04
C 2.815 4.184 -1.051 0.51
C 0.628 0.067 -1.975 -0.36
C 2.659 -1.854 3.419 1.48
C -2.782 2.862 -0.540 0.70
C 0.185 3.430 4.523 0.52
H 5.535 4.955 -1.343 0.24
H 0.791 0.720 -2.832 0.35
H 3.363 -1.791 2.603 -0.83
H 4.442 -1.499 -1.799 0.25
H -0.751 -0.143 0.729 -0.95
H 5.985 -2.342 -1.727 0.38
H 2.614 -0.783 -1.397 -0.41
H -3.038 -0.620 -1.292 -0.32
H 1.843 3.106 -3.898 -0.33
H -1.888 -3.320 -2.860 -0.23
H -0.604 -5.199 -4.747 0.33
H 2.961 5.264 3.999 0.42
H 1.968 4.774 -4.400 0.11
H 1.882 6.015 -0.271 0.24
H 3.110 -3.808 4.334 0.47
H -0.160 1.500 0.541 -0.66
H -3.795 0.726 6.471 0.53
H -5.750 -1.017 2.000 0.32
H 1.459 -3.401 -3.388 0.24
H -2.641 -4.848 1.396 0.09
H 4.905 -0.738 1.722 -0.17
H 3.427 7.015 -1.861 0.24
H 1.403 -2.712 5.798 0.06
H -1.504 -5.419 5.420 0.42
H -3.823 -0.684 -6.885 0.30
H -1.933 -0.616 -3.620 -0.78
H 1.692 -4.906 -4.293 0.57
H 0.456 3.124 2.377 0.15
H 2.905 -2.689 6.736 0.44
H -3.307 -3.133 -0.372 0.03
H 0.327 -0.897 -2.417 -0.24
H -2.456 -1.943 0.568 -0.25
H -1.738 0.299 -6.301 0.11
H 4.896 5.467 -2.921 0.36
H 3.222 -0.291 6.285 0.49
H -3.175 -1.600 3.213 0.06
H -1.065 -1.228 -5.704 0.28
H 1.486 -0.536 6.410 0.43
H -1.974 1.128 3.189 -0.12
H -3.260 -6.238 3.568 0.49
H -2.656 1.906 -1.046 -0.33
H -4.758 0.626 4.282 0.34
H 5.260 0.263 -0.426 0.15
H -2.063 4.898 -0.308 0.41
H -4.795 2.445 -1.053 0.46
H -0.332 3.739 -7.041 0.32
H -5.824 -0.038 -0.625 0.60
H 0.232 2.136 -6.678 0.00
H -1.727 3.568 -2.949 0.34
H -1.479 -1.167 3.175 -0.43
H 1.664 -2.202 3.120 -0.79
H -0.707 3.732 5.087 0.34
H -3.817 2.117 4.275 0.45
H -6.231 -2.004 0.593 0.33
H -4.625 3.888 -0.196 0.44
H -0.564 -3.436 -4.796 0.04
H -2.603 -1.861 -7.488 0.39
H 3.669 -2.668 0.168 -0.29
H 2.182 2.932 -8.068 0.39
H 4.586 6.976 -0.560 0.36
H 2.379 0.994 -1.278 -0.14
H -2.179 -5.072 -2.866 0.49
H -4.496 -1.625 -1.678 0.21
H 2.042 0.245 1.029 0.19
H -0.685 4.500 2.803 0.44
H 0.313 2.350 4.559 -0.56
H 4.287 -2.554 4.683 0.39
H 3.127 3.383 -0.364 -0.01
H -4.501 -2.767 -5.733 0.40
H 3.710 3.929 -5.920 0.38
H -3.030 -4.530 3.684 0.08
H 4.867 -3.816 -0.339 0.38
H 6.838 -0.465 -0.663 0.25
H 1.819 4.563 -7.558 0.24
H -1.062 -5.184 -0.901 0.25
H 2.768 3.561 3.441 0.14
H 1.825 3.936 -1.452 -0.27
H 3.186 5.333 0.712 0.11
H -4.550 0.510 0.505 -0.36
H -1.802 5.350 -2.625 0.57
H 6.617 -1.020 1.835 0.44
H -3.338 0.522 2.264 -0.96
H -1.699 -6.420 1.646 0.49
H 0.728 -4.922 4.005 0.24
H -0.371 -3.575 -1.093 -0.36
H 1.164 4.880 5.748 0.30
H 3.021 2.301 -5.763 0.30
H 1.296 -1.263 0.444 -0.39
H -0.393 -3.539 4.232 -0.33
H -0.856 -6.624 4.248 0.33
H -2.152 1.133 5.847 0.18
H 1.940 3.309 5.744 0.28
H -2.769 -3.176 -5.567 -0.02
H -0.781 3.738 -0.731 -0.15
H -2.804 2.645 0.529 -0.13
H -3.156 0.421 -4.320 0.24


Question: Look up the multiplicity of the first one.
Answer: 1